1.
Molecular formula: C20H22GeIrN3O2SSe
Method: DFT, wB97M-V/def2-TZVPD

CARTESIAN COORDINATES (ANGSTROEM)
Ir 0.19621 0.20999 -0.25968
O 4.17316 0.97583 -0.76883
S 3.14999 0.00336 -1.02917
O 2.18939 0.22997 -2.09510
N 2.17711 -0.22730 0.23823
C 2.57666 -0.26777 1.56717
C 3.85338 -0.42336 2.04708
C 4.08744 -0.48138 3.43926
C 3.07132 -0.38691 4.34562
C 1.74270 -0.21522 3.88561
C 0.62288 -0.10035 4.74007
C -0.62754 0.07362 4.21752
C -0.77360 0.14963 2.82018
N 0.25043 0.04568 2.00756
C 1.50505 -0.14680 2.50394
C 3.95468 -1.53674 -1.33414
C 3.18677 -2.65192 -1.64572
C 3.81753 -3.86129 -1.87568
C 5.20294 -3.95021 -1.79794
C 5.96027 -2.83033 -1.49298
C 5.33642 -1.61192 -1.25665
H 4.68965 -0.49485 1.36693
H 5.10599 -0.60630 3.78262
H 3.26395 -0.43565 5.40935
H 0.76943 -0.15326 5.81210
H -1.50102 0.15798 4.84749
H -1.74540 0.29431 2.36258
H 2.10947 -2.56817 -1.71337
H 3.23029 -4.73622 -2.12067
H 5.69217 -4.89834 -1.97951
H 7.03875 -2.89836 -1.44097
H 5.90741 -0.72313 -1.02643
C -2.93988 2.48247 -1.23236
Ge -1.10034 2.93912 -1.70932
C -0.94143 4.88163 -1.89492
C -0.60902 2.07775 -3.39075
C 0.09860 2.32940 -0.28212
H -3.63634 2.90177 -1.95978
H -3.19417 2.88513 -0.25031
H -3.08293 1.40179 -1.20633
H -1.60520 5.25133 -2.67769
H 0.08112 5.15945 -2.15214
H -1.20499 5.37668 -0.95952
H -1.23767 2.45536 -4.19896
H -0.74102 0.99653 -3.33449
H 0.43447 2.27338 -3.63862
H -0.23502 2.68892 0.69368
H 1.10932 2.70475 -0.47280
Se -3.80404 -2.40023 0.14619
C -2.38814 -1.48455 -0.29624
N -1.43701 -0.85332 -0.60792

Values from the calculation:
- E_LUMO (spin up / spin down): -0.5 / -2.2 eV
- Total charge: 0
- Max |F|: 0.4 eV/A
- Total energy: -165195.40594 eV
- <S²>: 6.02
- Kohn-Sham gap (spin up / spin down): 0.2409 / 0.2338 Ha
- Multiplicity: 5

***

2.
Molecular formula: C3H9N2O2
Method: DFT, wB97M-V/def2-TZVPD

CARTESIAN COORDINATES (ANGSTROEM)
C -0.76653 0.72457 0.02566
C 1.45944 -0.29286 -0.97424
C 0.75824 0.70726 0.10569
N -1.78195 1.32276 0.65410
N 1.38334 0.39234 1.30199
O -1.66491 1.04779 -0.83758
O -1.44558 -1.68061 0.05158
H 2.42782 0.06679 -1.31801
H 0.87172 -0.31439 -1.82197
H 1.68321 -1.29454 -0.56470
H 0.92915 1.74424 -0.27472
H -2.66885 0.94714 0.95309
H 1.05084 0.91716 2.15689
H -1.28811 -2.06491 -0.85796
H 1.40667 -0.55134 1.41334
H -2.35447 -1.67142 -0.01313

Values from the calculation:
- E_LUMO: -5.5 eV
- Total charge: +1
- Max |F|: 4.9 eV/A
- Total energy: -10320.22500 eV
- Kohn-Sham gap: 0.3362 Ha

***

3.
Molecular formula: C49H38BCdF17GeO2P4S5
Method: DFT, wB97M-V/def2-TZVPD

CARTESIAN COORDINATES (ANGSTROEM)
Cd 0.32251 -0.32059 0.18178
S -0.24568 -2.86125 -2.56615
S -1.11603 -4.31883 -1.40571
S -2.49691 -3.39342 -0.18561
S -1.50871 -2.27193 1.19898
C 3.48101 0.53475 -3.04667
P 2.51367 1.35065 -1.71073
C 3.62305 0.99265 -0.29049
C 3.08649 3.09917 -2.02802
C 2.73756 4.08428 -0.89994
P 1.08992 3.79001 -0.09535
C 1.05736 5.36948 0.87198
C 0.01711 4.30138 -1.50241
H 4.51508 0.88866 -3.05705
H 3.01335 0.73133 -4.01382
H 3.46601 -0.54089 -2.87390
H 4.65613 1.26155 -0.52839
H 3.57887 -0.07679 -0.07288
H 3.28498 1.52905 0.59718
H 2.62035 3.43164 -2.96120
H 4.16890 3.08323 -2.18845
H 2.76016 5.11826 -1.26282
H 3.48119 3.99921 -0.10233
H 1.20223 6.24517 0.23104
H 1.85529 5.33607 1.61601
H 0.11239 5.47173 1.40784
H 0.37242 5.22576 -1.97026
H -1.00240 4.44409 -1.14110
H 0.00611 3.49290 -2.23633
O -1.50323 0.99967 -1.36205
P -2.94767 0.65740 -1.46817
C -3.73926 0.35545 0.12019
P -3.26408 1.59334 1.36926
O -1.85117 1.54470 1.80157
C -4.40389 1.29646 2.74655
C -5.78818 1.20322 2.62324
C -6.57673 1.00768 3.74638
C -5.98412 0.89081 4.99755
C -4.60415 0.95727 5.12211
C -3.81387 1.16127 3.99938
C -3.65594 3.23683 0.70196
C -4.92272 3.66631 0.31467
C -5.10384 4.94675 -0.18204
C -4.02232 5.81218 -0.28715
C -2.75840 5.39107 0.09699
C -2.57380 4.10667 0.59334
C -3.27011 -0.74674 -2.54591
C -4.28471 -1.67229 -2.34130
C -4.46186 -2.71056 -3.24400
C -3.62708 -2.82552 -4.34523
C -2.61330 -1.89998 -4.55369
C -2.43439 -0.86257 -3.65446
C -3.91188 1.97145 -2.27652
C -3.22616 3.01069 -2.89064
C -3.92170 4.00042 -3.57395
C -5.30555 3.94801 -3.65383
C -5.99533 2.90285 -3.05105
C -5.30095 1.91769 -2.36918
H -3.31752 -0.58707 0.51298
H -4.82518 0.27684 0.02411
H -6.26075 1.26370 1.64955
H -7.65309 0.93905 3.64695
H -6.60136 0.74008 5.87485
H -4.14081 0.84209 6.09357
H -2.73332 1.19980 4.06846
H -5.77534 3.00233 0.38000
H -6.09070 5.26706 -0.49358
H -4.16904 6.81123 -0.67952
H -1.91401 6.06316 0.01015
H -1.59424 3.74270 0.88846
H -4.92162 -1.60957 -1.46761
H -5.23092 -3.45124 -3.06444
H -3.74679 -3.65780 -5.02795
H -1.94076 -2.00747 -5.39472
H -1.62158 -0.15666 -3.77940
H -2.14676 3.03066 -2.82190
H -3.38203 4.81114 -4.04787
H -5.84760 4.71385 -4.19533
H -7.07589 2.85766 -3.11679
H -5.84238 1.09354 -1.91639
F 3.49235 -5.67440 3.10996
C 3.67271 -4.47538 3.69384
C 3.93177 -3.34026 2.94632
C 4.20859 -2.20802 3.69831
F 4.52050 -1.05004 3.07563
C 4.20593 -2.16945 5.07996
F 4.48351 -1.04133 5.75724
C 3.91281 -3.32388 5.77536
F 3.91458 -3.32652 7.12082
C 3.64547 -4.48342 5.07791
F 3.38028 -5.61206 5.76342
Ge 3.68546 -2.86434 0.90815
S 1.32237 -2.05927 -1.49445
C 5.77553 -3.09295 0.58895
C 6.32743 -2.25915 -0.37047
F 5.53111 -1.49948 -1.15133
C 7.68434 -2.14353 -0.60954
F 8.16867 -1.29823 -1.53875
C 8.56212 -2.91271 0.12821
F 9.88761 -2.82446 -0.08348
C 8.06354 -3.77637 1.08062
F 8.92031 -4.53821 1.78802
C 6.69556 -3.85132 1.28726
F 6.30381 -4.75161 2.21061
C 3.19373 -4.73244 0.19985
C 2.01512 -5.29520 0.66157
F 1.32944 -4.68079 1.63649
C 1.48758 -6.47105 0.16501
F 0.39138 -7.03247 0.69683
C 2.10992 -7.08369 -0.90444
F 1.60852 -8.21922 -1.42201
C 3.25261 -6.52634 -1.43997
F 3.85342 -7.12738 -2.48641
C 3.77238 -5.37366 -0.87863
F 4.90162 -4.89824 -1.44996
F 1.20976 -0.66643 3.16480
B 1.09934 0.20359 2.15225
F 1.52447 1.43680 2.51927

Values from the calculation:
- E_LUMO: 3.2 eV
- Total charge: -2
- Max |F|: 1.2 eV/A
- Total energy: -254817.29573 eV
- Kohn-Sham gap: 0.1890 Ha

***

4.
Molecular formula: C3H10N2S
Method: DFT, wB97M-V/def2-TZVPD

CARTESIAN COORDINATES (ANGSTROEM)
N -2.92436 0.36554 0.10728
C -1.76750 -0.56891 0.13134
C -0.42793 0.12048 0.08996
N -0.31657 0.85628 -1.19777
C 0.75352 -0.83557 0.29631
S 2.33463 -0.00613 0.46693
H -2.56951 1.30122 0.22769
H -3.31150 0.29324 -0.82081
H -1.86376 -1.19984 1.02286
H -1.87074 -1.26228 -0.70845
H -0.44358 0.84762 0.91012
H 0.25599 0.25720 -1.77887
H 0.20926 1.71648 -1.15066
H 0.62414 -1.32552 1.25924
H 0.86677 -1.59182 -0.47487
H 2.65650 0.16972 -0.83396

Values from the calculation:
- E_LUMO: 0.8 eV
- Total charge: 0
- Max |F|: 1.2 eV/A
- Total energy: -17088.34263 eV
- Kohn-Sham gap: 0.3640 Ha